A 2-piece molecular cluster, C9H18FO overall. Source: the Open Molecules 2025 dataset; level of theory: ωB97M-V with the def2-TZVPD basis set.

Values from the calculation:
Orbital gap in eV: 3.70
Energy relative to the best compared isomer or geometry (same formula, charge and spin) in kJ/mol: 0.00
Spin multiplicity: 1
Total charge: -1
LUMO level in eV: 2.80

CARTESIAN COORDINATES (ANGSTROEM)
C: 2.891 -0.985 -1.794
C: 2.430 0.346 -2.416
C: 1.340 1.079 -1.624
C: 0.157 0.211 -1.170
C: -1.137 0.407 -1.986
C: -1.674 -0.970 -2.401
F: -2.813 -0.689 -3.286
H: 2.488 -1.812 -2.377
H: 2.486 -1.122 -0.794
H: 3.975 -1.079 -1.761
H: 3.304 1.000 -2.475
H: 2.093 0.171 -3.437
H: 1.805 1.547 -0.752
H: 0.983 1.899 -2.250
H: 0.377 -0.855 -1.183
H: -0.067 0.473 -0.136
H: -0.991 1.036 -2.866
H: -1.873 0.913 -1.329
H: -2.125 -1.371 -1.473
C: -0.390 0.090 4.405
C: -1.013 -0.108 3.041
O: -0.341 -0.278 2.055
C: -2.521 -0.084 2.963
H: 0.693 0.051 4.317
H: -0.681 1.060 4.813
H: -0.723 -0.694 5.087
H: -2.899 0.879 3.311
H: -2.942 -0.876 3.585
H: -2.829 -0.238 1.931

Cartesian forces (eV/Å) of the 2 atoms listed first:
-0.393 -0.076 -0.261
0.321 -0.008 0.279